A cluster of 7 separate species, CH16O6 in total. Source: the Open Molecules 2025 dataset; level of theory: wB97M-V/def2-TZVPD.

Structure (XYZ):
```
23
Properties=species:S:1:pos:R:3:forces:R:3:nbo_charge:R:1
C 0.0309 2.2467 -1.6918 -1.3 0.4 1.5 -0.92
H -0.7357 2.0942 -2.4500 -0.2 -0.2 0.2 0.20
H -0.2956 3.1299 -1.0389 1.1 -0.6 -1.4 0.19
H 0.9784 2.1876 -2.1988 0.5 0.8 0.2 0.22
H 0.0287 1.4716 -0.9244 -0.2 -0.5 -0.4 0.24
H -0.5653 -2.7084 2.1542 -2.9 1.9 3.5 0.41
H 0.1667 -3.9015 1.7786 0.1 0.5 -0.4 0.36
O -0.0284 -2.9784 1.4935 3.0 -2.4 -3.1 -1.30
H 1.6407 3.4715 2.2961 0.4 -0.5 0.3 0.44
H 0.4304 3.6525 1.5324 -0.5 -0.4 -0.2 0.44
O 0.8926 2.9402 1.9953 0.2 0.9 -0.1 -1.00
H 1.1856 -2.5122 -0.3609 -1.7 -0.1 0.7 0.50
H 2.6319 -2.7496 -0.4166 0.0 0.4 -0.2 0.43
O 1.9435 -2.2004 -0.8305 1.7 -0.4 -0.1 -1.04
H -1.7653 -2.2055 -1.7533 -0.7 0.3 0.4 0.45
H -0.5733 -2.5586 -2.5212 1.2 0.1 -1.6 0.48
O -0.9152 -2.6195 -1.6541 -0.5 -0.4 1.3 -0.96
H -3.9749 2.8600 4.9783 0.4 -0.1 -0.9 0.48
H -2.6551 3.6797 4.4445 -0.2 -0.6 -0.9 0.47
O -3.2512 3.4603 5.1496 -0.2 0.6 1.8 -1.02
H 1.8522 -2.3107 -4.0670 0.5 -0.3 -0.8 0.45
H 1.6856 -2.3921 -2.5633 0.7 -0.3 1.8 0.50
O 1.2929 -2.0574 -3.3516 -1.4 0.7 -1.4 -1.00
```
Forces are in eV/Å.

Properties
Calculated total energy ... -13579.9594 eV
Total charge ... -1
Multiplicity ... 2
Gap between HOMO and LUMO (spin up / spin down) ... 2.0 / 10.7 eV
Max |F| ... 4.950 eV Å⁻¹
⟨S²⟩ ... 0.750
E_HOMO (spin up / spin down) ... 1.0 / -7.7 eV